This record from OMol25 describes C38H50Ge2N8NiS2Si as an isolated structure at a distorted geometry. The level of theory is ωB97M-V/def2-TZVPD.

Geometry as XYZ:
```
102
Properties=species:S:1:pos:R:3:forces:R:3
Ni 0.2451 0.3145 0.3827 0.49 -0.75 -0.11
C -2.5569 -3.1332 5.7413 -0.09 -0.05 0.26
Si -2.2824 -2.8677 3.9209 0.17 0.10 -0.04
C -3.9064 -2.6857 3.0361 -0.21 0.03 -0.05
C -1.2931 -4.2862 3.2206 0.04 -0.19 -0.07
C -1.2234 -1.3008 3.7594 0.18 0.13 -0.18
C -0.7639 -0.6272 4.8918 -0.15 -0.14 -0.03
C 0.0719 0.4801 4.8041 0.01 0.00 0.08
C 0.4614 0.9017 3.5559 0.16 -0.07 -0.21
N 0.0431 0.2816 2.4484 -0.26 0.08 -0.20
C -0.7929 -0.7758 2.5258 0.03 0.04 0.21
S -1.2354 -1.3332 0.9177 -0.27 -0.01 0.35
H -3.1797 -4.0224 5.8967 0.09 0.12 -0.01
H -3.0742 -2.2850 6.2050 0.05 -0.12 -0.04
H -1.6137 -3.2947 6.2753 -0.12 0.01 -0.04
H -4.5585 -3.5357 3.2704 0.08 0.11 -0.04
H -3.7601 -2.6542 1.9547 -0.04 0.02 0.04
H -4.4251 -1.7704 3.3403 0.05 -0.12 -0.03
H -1.7982 -5.2408 3.4115 0.07 0.12 -0.04
H -0.2996 -4.3367 3.6799 -0.10 0.00 -0.04
H -1.1747 -4.1773 2.1385 0.03 -0.02 0.08
H -1.0693 -0.9740 5.8747 0.03 0.04 -0.08
H 0.4153 1.0026 5.6864 -0.02 -0.02 -0.02
H 1.1286 1.7426 3.4185 -0.06 -0.09 0.00
C 2.4302 -2.3918 1.9249 0.03 -0.09 -0.14
N 2.7120 -2.2812 0.5055 0.00 -0.12 0.22
C 2.8628 -3.4798 -0.3276 0.00 0.20 0.01
C 3.2640 -2.9016 -1.6947 -0.18 0.08 0.21
N 2.9858 -1.4755 -1.5018 0.10 -0.06 -0.11
C 2.7851 -1.1643 -0.2114 -0.06 -0.03 -0.09
S 2.6585 0.4399 0.3696 0.29 0.07 0.11
H 1.5890 -3.0696 2.0785 -0.03 0.02 -0.02
H 2.1793 -1.4146 2.3165 -0.03 0.16 0.03
H 3.3028 -2.7753 2.4556 0.01 -0.03 -0.03
H 1.9168 -4.0224 -0.3673 -0.05 0.00 0.02
H 3.6217 -4.1385 0.0895 0.02 -0.03 0.03
H 2.6703 -3.3180 -2.5050 0.00 0.00 0.09
H 4.3149 -3.0651 -1.9219 0.10 0.02 0.00
H 3.2814 -0.7668 -2.1528 0.01 0.03 -0.02
C -0.3609 -2.1615 -2.2901 0.01 0.03 -0.09
C 0.0769 -0.7655 -2.5659 -0.06 -0.09 0.05
N 0.2445 0.2010 -1.6913 0.11 0.79 0.25
C 0.6359 1.3298 -2.3998 -0.08 -0.21 0.07
C 0.6957 1.0360 -3.7149 0.06 -0.13 -0.07
N 0.3494 -0.3021 -3.8121 -0.10 0.00 -0.26
C 0.4017 -1.0957 -5.0251 0.22 0.02 0.25
N 1.5124 -2.0156 -5.0006 -0.28 0.04 -0.07
N 1.2795 -3.3569 -5.0178 0.59 0.17 0.04
N 2.3998 -3.9723 -4.9498 -0.05 0.23 -0.03
C 3.4159 -3.0291 -4.8760 -0.04 -0.31 -0.17
C 4.7999 -3.1953 -4.7649 0.11 -0.07 -0.04
C 5.5657 -2.0559 -4.6633 0.03 -0.07 0.01
C 4.9794 -0.7713 -4.6781 -0.10 0.02 0.01
C 3.6167 -0.5932 -4.7976 0.03 -0.01 -0.03
C 2.8491 -1.7620 -4.9009 -0.12 0.05 -0.01
H -0.4243 -2.3174 -1.2169 0.03 -0.01 -0.03
H 0.3274 -2.8922 -2.7192 -0.03 0.05 0.01
H -1.3464 -2.3502 -2.7259 0.04 0.02 0.03
H 0.8386 2.2689 -1.9159 -0.04 -0.12 -0.02
H 0.9382 1.6375 -4.5801 -0.06 -0.13 0.13
H 0.4978 -0.4095 -5.8601 -0.02 0.08 -0.11
H -0.4939 -1.6926 -5.1479 -0.14 -0.10 -0.01
H 5.2403 -4.1861 -4.7632 -0.04 0.09 0.01
H 6.6428 -2.1371 -4.5751 -0.08 0.00 -0.02
H 5.6199 0.0994 -4.6014 -0.03 -0.05 0.00
H 3.1759 0.3953 -4.8124 0.03 -0.04 -0.01
C 1.6079 4.3195 -0.8266 0.04 0.09 -0.02
Ge 0.3291 4.2474 0.6562 0.46 -0.54 0.01
C -0.6632 5.9217 0.7235 -0.14 0.01 0.02
C 1.4449 4.0185 2.2512 0.05 0.11 0.02
Ge -1.1113 2.2280 0.4972 -0.86 1.04 0.03
C -2.1814 2.2843 -1.1383 0.11 -0.47 -0.16
C -2.1296 3.3994 -1.9722 -0.06 -0.01 0.04
C -2.8375 3.4239 -3.1692 -0.02 -0.02 0.01
C -3.5921 2.3227 -3.5519 0.02 0.00 0.02
C -3.6467 1.1992 -2.7319 0.06 0.04 0.07
C -2.9401 1.1781 -1.5351 -0.06 0.12 -0.10
C -2.3236 2.2460 2.0268 0.02 -0.42 0.17
C -2.1687 3.2095 3.0248 -0.07 -0.03 -0.06
C -2.9867 3.2100 4.1485 -0.02 -0.01 -0.01
C -3.9690 2.2395 4.2906 0.02 -0.01 -0.02
C -4.1405 1.2769 3.3017 0.06 0.06 -0.05
C -3.3184 1.2726 2.1814 -0.09 0.24 0.10
H 2.2767 5.1644 -0.6365 -0.04 -0.07 -0.07
H 1.1313 4.4712 -1.7980 0.04 0.00 0.07
H 2.2115 3.4086 -0.8531 0.00 0.10 0.00
H 0.0852 6.7145 0.8130 -0.12 -0.01 0.00
H -1.3361 5.9649 1.5809 0.04 0.03 -0.08
H -1.2418 6.0809 -0.1876 0.03 0.03 0.08
H 2.1244 4.8717 2.3341 -0.05 -0.08 0.02
H 2.0461 3.1129 2.1306 0.01 0.11 0.02
H 0.8641 3.9448 3.1722 0.06 0.03 -0.07
H -1.5411 4.2671 -1.6871 -0.01 -0.05 -0.06
H -2.7960 4.3012 -3.8042 -0.01 -0.03 0.03
H -4.1414 2.3410 -4.4867 0.03 0.00 0.07
H -4.2419 0.3412 -3.0249 0.03 0.05 0.01
H -2.9720 0.2896 -0.9104 0.01 0.04 -0.04
H -1.4149 3.9836 2.9229 -0.01 -0.07 0.07
H -2.8552 3.9669 4.9126 -0.01 -0.02 -0.03
H -4.6035 2.2347 5.1698 0.03 0.01 -0.06
H -4.9201 0.5305 3.4029 0.04 0.04 0.00
H -3.4590 0.5093 1.4252 0.02 0.00 0.03
```
Positions in Å, forces in eV/Å.

- spin multiplicity = 2
- electronic energy (eV) = -235759.383
- E_LUMO (alpha / beta) (eV) = -3.926 / -3.214
- net charge = +1
- HOMO-LUMO gap (alpha / beta) (eV) = 6.5 / 7.2
- ΔE to the lowest compared entry with this formula, charge and spin (kJ/mol) = 0.0

This record from OMol25 describes C38H50GeN5S2V as an isolated structure at a distorted geometry. The level of theory is ωB97M-V/def2-TZVPD.

Geometry as XYZ:
```
97
Properties=species:S:1:pos:R:3:forces:R:3
V -0.0177 -1.1303 0.8558 0.80 0.79 -1.36
C -2.9390 -1.1352 0.8498 -0.31 0.24 0.28
C -2.7831 -0.0493 1.9273 -0.10 -0.19 -0.07
N -1.3561 0.1799 2.1363 0.07 0.39 -0.42
C -0.8679 0.2287 3.5114 0.14 -0.13 0.25
C -0.5809 -1.1485 4.0898 0.16 -0.14 -0.12
S 0.3977 -2.1445 2.7572 -0.29 -0.67 0.93
C -0.8343 -3.5451 2.7525 0.37 0.21 0.06
C -2.1666 -3.0686 2.1778 0.18 -0.07 0.28
N -1.9253 -2.1510 1.0717 -0.51 -0.36 -0.36
H -3.9664 -1.5365 0.8497 0.06 0.02 -0.02
H -2.7566 -0.6900 -0.1325 0.03 -0.11 -0.01
H -3.2935 0.8666 1.6070 0.01 -0.02 0.06
H -3.2505 -0.3746 2.8634 0.05 0.01 0.00
H -1.0586 1.0487 1.6876 -0.07 0.12 0.20
H 0.0769 0.7735 3.4572 -0.11 0.09 0.00
H -1.5628 0.7772 4.1648 0.05 0.03 -0.05
H 0.0728 -1.0707 4.9597 -0.07 0.04 0.06
H -1.4783 -1.7012 4.3740 -0.05 0.06 0.04
H -0.3795 -4.2861 2.0940 -0.03 -0.05 0.02
H -0.9428 -3.9609 3.7583 -0.08 -0.06 -0.02
H -2.7685 -3.9323 1.8579 0.02 0.08 -0.01
H -2.7392 -2.5533 2.9529 0.01 0.03 -0.05
H -1.7425 -2.6686 0.2076 -0.34 -0.09 0.01
C 2.4501 -1.0331 -2.3102 0.06 0.05 0.11
C 3.5101 -0.6865 -1.3141 -0.31 0.10 0.22
C 4.8421 -0.6836 -1.6972 0.16 -0.03 0.01
C 5.8399 -0.2466 -0.8425 0.01 0.00 -0.03
C 5.4812 0.2293 0.4074 0.16 0.00 -0.01
C 4.1631 0.2402 0.8408 -0.50 -0.21 -0.19
C 3.8530 0.8162 2.1956 0.15 -0.07 0.02
C 3.1414 -0.2710 -0.0144 0.83 0.47 0.08
N 1.8143 -0.3259 0.4190 0.09 -0.95 -0.68
H 2.8531 -1.6028 -3.1507 0.03 -0.03 0.02
H 2.0087 -0.1130 -2.6992 -0.04 -0.03 -0.03
H 1.6414 -1.5858 -1.8401 -0.02 -0.06 -0.13
H 5.0962 -1.0165 -2.6991 -0.04 -0.01 0.00
H 6.8787 -0.2560 -1.1528 0.00 0.02 0.00
H 6.2496 0.6242 1.0655 -0.02 -0.04 0.06
H 4.7473 0.8071 2.8279 0.04 -0.01 -0.06
H 3.0526 0.2630 2.6831 -0.01 0.05 0.05
H 3.5038 1.8451 2.1017 -0.11 -0.04 0.07
C 3.1106 -4.4219 -0.8176 -0.15 -0.02 0.05
C 1.8025 -5.1939 -0.9299 -0.02 -0.10 0.01
N 0.6758 -4.4790 -0.3155 0.05 0.05 -0.07
C -0.4293 -4.0970 -1.1181 0.11 -0.18 -0.25
S -0.6622 -2.4526 -1.6640 0.14 0.17 0.14
N -0.8317 -5.1161 -2.0424 -0.16 0.15 0.23
C -1.4952 -6.2546 -1.4294 0.01 -0.25 -0.04
C -1.8673 -7.3002 -2.4740 0.10 0.08 0.10
H 3.9508 -5.0069 -1.2008 0.00 -0.03 0.01
H 3.3106 -4.1759 0.2276 0.07 0.05 -0.01
H 3.0564 -3.4904 -1.3771 0.01 0.08 0.01
H 1.9157 -6.1684 -0.4320 0.04 0.00 -0.09
H 1.5576 -5.3913 -1.9756 0.03 -0.01 0.02
H 0.9967 -3.6626 0.2048 -0.08 -0.07 0.10
H -1.4304 -4.6720 -2.7270 -0.02 -0.03 -0.02
H -2.3995 -5.9658 -0.8670 0.09 0.06 0.03
H -0.7959 -6.6890 -0.7107 -0.05 0.02 0.04
H -2.6396 -6.9204 -3.1466 0.00 -0.01 -0.05
H -2.2446 -8.2073 -1.9973 -0.05 0.00 -0.02
H -0.9897 -7.5571 -3.0685 -0.01 -0.02 -0.04
C 1.1808 0.4055 1.2445 -0.16 0.39 0.74
Ge -0.5177 3.3905 0.6679 -0.46 0.36 -0.39
C -2.5210 3.7077 0.2161 0.08 -0.24 0.19
C -3.2046 3.1265 -0.8593 0.04 0.07 0.00
C -4.5918 3.1269 -0.9417 -0.13 0.01 -0.02
C -5.3563 3.7315 0.0466 -0.03 -0.02 0.04
C -4.7091 4.3336 1.1186 -0.08 0.07 0.01
C -3.3242 4.3045 1.1973 0.12 0.07 0.01
C -0.0978 2.7086 -1.1989 -0.11 -0.34 0.09
C -0.4367 1.3877 -1.5390 0.02 0.02 0.03
C -0.3816 0.9304 -2.8489 -0.10 -0.12 0.04
C 0.0595 1.7681 -3.8627 -0.01 -0.02 -0.07
C 0.4548 3.0580 -3.5459 0.02 0.04 -0.13
C 0.3673 3.5150 -2.2377 0.01 0.06 0.05
C 0.1198 5.3095 0.3509 0.06 -0.15 0.41
C 1.5023 5.5282 0.2991 -0.01 -0.08 -0.04
C 2.0488 6.8010 0.2344 0.05 0.07 -0.05
C 1.2186 7.9155 0.2456 -0.01 0.06 0.01
C -0.1542 7.7297 0.3336 0.00 0.10 -0.03
C -0.6876 6.4481 0.3863 -0.05 -0.11 -0.08
H -2.6420 2.6516 -1.6531 0.03 -0.04 -0.03
H -5.0859 2.6462 -1.7809 0.04 0.01 -0.01
H -6.4399 3.7218 -0.0055 0.01 0.01 -0.03
H -5.2928 4.8144 1.8987 0.03 -0.01 0.01
H -2.8354 4.7534 2.0597 -0.06 -0.04 0.05
H -0.7761 0.6640 -0.7806 0.05 0.48 -0.14
H -0.6726 -0.0905 -3.0684 0.03 -0.01 -0.01
H 0.1008 1.4135 -4.8871 0.03 -0.01 0.02
H 0.8172 3.7196 -4.3273 0.00 0.01 0.02
H 0.6556 4.5384 -2.0235 -0.03 0.00 -0.03
H 2.1651 4.6664 0.3053 0.03 0.02 -0.01
H 3.1248 6.9321 0.1762 0.00 -0.03 0.00
H 1.6358 8.9153 0.1859 0.00 -0.01 0.03
H -0.8151 8.5914 0.3557 0.00 -0.01 -0.01
H -1.7639 6.3266 0.4470 -0.01 0.04 -0.03
```
Positions in Å, forces in eV/Å.

- spin multiplicity = 3
- electronic energy (eV) = -151538.087
- E_LUMO (alpha / beta) (eV) = 4.223 / 4.245
- net charge = -2
- HOMO-LUMO gap (alpha / beta) (eV) = 4.4 / 3.6
- ΔE to the lowest compared entry with this formula, charge and spin (kJ/mol) = 164.9

Q: Which of these has the highest spin multiplicity?
A: C38H50GeN5S2V